# 1
DFT (the ωB97M-V functional and the def2-TZVPD basis) results for the ion C3H4NO2S with charge -1 at a distorted geometry.

```
11
Properties=species:S:1:pos:R:3:mulliken_charge:R:1
C 0.751 0.891 0.008 -0.244
C 0.181 0.570 1.286 -0.639
C -0.762 -0.694 -0.702 -0.610
N 0.411 0.183 -1.056 0.355
O 1.100 -0.029 -2.108 -0.814
O -2.555 0.221 0.951 -0.652
S -1.233 -0.485 1.050 0.243
H 1.713 1.431 0.006 0.387
H 0.084 1.358 1.955 0.312
H -1.658 -0.277 -1.165 0.345
H -0.508 -1.811 -0.782 0.317
```

Values from the calculation:
energy relative to the best compared isomer or geometry (same formula, charge and spin): 388.0 kJ/mol
orbital gap: 6.008 eV
net charge: -1
total energy: -720.03919 Ha
E_LUMO: 3.73 eV


# 2
DFT (the ωB97M-V functional and the def2-TZVPD basis) results for the molecule C16H19N7O at a distorted geometry.

```
43
Properties=species:S:1:pos:R:3:mulliken_charge:R:1
N 3.407 2.954 1.768 -0.514
C 2.579 2.153 1.645 0.064
C 1.320 1.393 1.467 0.635
N 0.240 2.140 1.379 -0.526
C -0.806 1.372 1.222 0.342
N -1.983 1.867 0.778 -0.216
C -2.055 3.073 -0.059 -1.115
C -1.913 2.861 -1.529 -0.041
O -2.907 1.883 -1.864 -0.594
C -0.529 2.257 -1.913 0.800
C 0.567 3.198 -1.910 -0.407
C 1.773 2.825 -2.427 -0.532
C 1.964 1.513 -2.900 -0.405
C 0.979 0.585 -2.834 -0.782
C -0.291 0.931 -2.311 -0.228
N -0.846 0.104 1.270 -0.237
C 0.236 -0.511 1.537 0.233
N 0.186 -1.907 1.410 0.202
C -1.111 -2.682 1.741 -0.392
C -1.101 -4.120 1.115 -0.726
N 0.226 -4.713 1.114 -0.293
C 1.389 -4.038 1.723 -0.748
C 1.474 -2.609 1.155 -0.322
N 1.419 0.110 1.538 -0.494
H -2.470 1.062 0.325 0.361
H -3.016 3.482 0.233 0.355
H -1.336 3.789 0.346 0.487
H -2.078 3.776 -2.126 0.427
H -2.604 1.408 -2.588 0.356
H 0.534 4.325 -1.632 0.178
H 2.515 3.637 -2.471 0.369
H 2.916 1.133 -3.256 0.359
H 1.067 -0.437 -3.127 0.427
H -1.037 0.165 -2.124 0.336
H -2.023 -2.217 1.239 0.244
H -1.191 -2.827 2.831 0.277
H -1.520 -4.316 0.128 0.337
H -1.720 -4.683 1.784 0.333
H 0.251 -5.706 1.325 0.235
H 1.401 -3.946 2.891 0.259
H 2.286 -4.591 1.366 0.404
H 1.517 -2.662 0.020 0.243
H 2.293 -2.030 1.722 0.310
```

Values from the calculation:
energy relative to the best compared isomer or geometry (same formula, charge and spin): 162.7 kJ/mol
orbital gap: 9.050 eV
total energy: -1079.56725 Ha
E_LUMO: 0.33 eV


# 3
DFT (the ωB97M-V functional and the def2-TZVPD basis) results for the molecule C11H13ClO at a distorted geometry.

```
26
Properties=species:S:1:pos:R:3:mulliken_charge:R:1
C 0.544 -1.412 1.373 -1.442
C 1.332 -0.605 0.651 0.895
C 2.672 -0.893 0.219 -0.538
C 3.541 0.016 -0.239 -0.592
C 3.009 1.384 -0.291 -0.211
C 1.690 1.623 -0.144 -0.763
C 0.713 0.602 0.161 0.812
C -0.626 0.680 0.115 0.200
Cl -1.295 2.294 0.225 -0.207
C -1.714 -0.174 -0.291 1.344
C -2.343 0.321 -1.566 -1.825
C -2.651 -0.279 0.975 -1.450
O -1.418 -1.506 -0.719 -0.634
H 1.001 -2.355 1.762 0.227
H -0.432 -1.263 1.455 0.418
H 3.005 -1.961 0.332 0.253
H 4.472 -0.175 -0.790 0.369
H 3.691 2.308 -0.550 0.245
H 1.276 2.735 -0.178 0.125
H -2.613 1.366 -1.732 0.427
H -3.206 -0.334 -1.663 0.375
H -1.735 0.330 -2.431 0.398
H -3.515 0.444 0.819 0.366
H -2.808 -1.337 1.058 0.428
H -2.088 0.061 1.889 0.287
H -0.501 -1.869 -0.441 0.490
```

Values from the calculation:
energy relative to the best compared isomer or geometry (same formula, charge and spin): 404.0 kJ/mol
orbital gap: 7.223 eV
total energy: -962.23814 Ha
E_LUMO: -0.56 eV


# 4
DFT (the ωB97M-V functional and the def2-TZVPD basis) results for a structure of composition C21H28N5OPtS4.

```
60
Properties=species:S:1:pos:R:3:mulliken_charge:R:1
Pt 0.866 -0.656 0.044 2.740
N 1.748 0.530 3.035 -0.188
C 0.800 -0.415 3.034 0.044
N 0.305 -0.977 1.943 -0.045
C -0.603 -1.994 2.224 -0.474
C -0.822 -2.187 3.537 -0.348
S 0.132 -1.085 4.471 -0.187
C -1.099 -2.668 1.045 -0.396
C -1.902 -3.739 0.906 -0.310
S -2.029 -4.165 -0.769 -0.214
C -0.964 -2.866 -1.186 -0.005
N -0.593 -2.153 -0.141 0.089
N -0.561 -2.641 -2.436 -0.158
H 1.893 1.039 2.172 -0.059
H 1.906 1.053 3.881 0.342
H -1.480 -2.895 4.013 0.505
H -2.407 -4.309 1.668 0.488
H -0.932 -3.171 -3.204 0.260
H -0.013 -1.821 -2.646 0.008
S 2.909 0.024 -0.489 -0.401
C 2.747 -1.616 0.134 0.491
N 3.190 -1.981 1.394 -0.125
C 3.761 -3.321 1.489 -0.669
C 3.008 -4.139 0.452 -0.502
S 2.859 -3.010 -0.960 -0.087
H 3.611 -1.246 1.941 0.289
H 3.610 -3.722 2.491 0.341
H 4.832 -3.319 1.266 0.330
H 2.018 -4.425 0.809 0.212
H 3.555 -5.026 0.145 0.480
C -0.893 2.554 2.205 -1.173
C -0.239 3.433 1.136 0.369
C 1.265 3.194 0.995 -1.116
C -0.921 3.334 -0.215 0.613
C -1.482 4.487 -0.744 -0.938
C -2.096 4.498 -1.982 -1.220
C -2.145 3.324 -2.706 -0.945
C -1.615 2.138 -2.219 0.693
C -1.734 0.898 -3.094 0.541
C -2.597 -0.179 -2.430 -1.216
C -0.364 0.392 -3.556 -1.218
C -1.001 2.109 -0.935 0.003
O -0.580 0.968 -0.397 -1.020
H -0.446 2.747 3.187 0.389
H -0.786 1.499 1.962 -0.033
H -1.959 2.771 2.279 0.398
H -0.358 4.469 1.464 0.669
H 1.457 2.178 0.648 -0.335
H 1.785 3.372 1.944 0.402
H 1.697 3.869 0.255 0.440
H -1.427 5.406 -0.170 0.397
H -2.526 5.409 -2.376 0.382
H -2.617 3.322 -3.683 0.396
H -2.265 1.212 -3.996 0.665
H -2.120 -0.561 -1.530 0.024
H -2.786 -1.006 -3.121 0.379
H -3.562 0.241 -2.142 0.420
H 0.241 0.058 -2.712 -0.270
H 0.193 1.192 -4.045 0.434
H -0.467 -0.424 -4.281 0.421
```

Values from the calculation:
energy relative to the best compared isomer or geometry (same formula, charge and spin): 277.8 kJ/mol
orbital gap (spin up / spin down): 4.130 / 4.102 eV
net charge: +1
total energy: -2877.88582 Ha
E_LUMO (spin up / spin down): -5.09 / -5.11 eV